{
  "formula": "C49H121BN7O26",
  "method": "ωB97M-V/def2-TZVPD",
  "elements": ["O", "C", "O", "B", "O", "C", "O", "O", "C", "O", "C", "O", "O", "C", "O", "H", "H", "H", "H", "C", "O", "H", "H", "H", "H", "C", "O", "H", "H", "H", "H", "C", "O", "H", "H", "H", "H", "C", "O", "H", "H", "H", "H", "C", "O", "C", "C", "N", "C", "C", "O", "C", "H", "H", "H", "H", "H", "H", "H", "H", "H", "H", "H", "H", "H", "H", "H", "C", "O", "C", "C", "N", "C", "C", "O", "C", "H", "H", "H", "H", "H", "H", "H", "H", "H", "H", "H", "H", "H", "H", "H", "C", "O", "C", "C", "N", "C", "C", "O", "C", "H", "H", "H", "H", "H", "H", "H", "H", "H", "H", "H", "H", "H", "H", "H", "C", "O", "C", "C", "N", "C", "C", "O", "C", "H", "H", "H", "H", "H", "H", "H", "H", "H", "H", "H", "H", "H", "H", "H", "C", "O", "C", "C", "N", "C", "C", "O", "C", "H", "H", "H", "H", "H", "H", "H", "H", "H", "H", "H", "H", "H", "H", "H", "C", "O", "C", "C", "N", "C", "C", "O", "C", "H", "H", "H", "H", "H", "H", "H", "H", "H", "H", "H", "H", "H", "H", "H", "C", "C", "C", "O", "C", "N", "H", "H", "H", "H", "H", "H", "H", "H", "H", "H", "H"],
  "coordinates": [[-2.42055, -2.79929, -0.87625], [-1.47793, -2.18492, -0.40146], [-0.39471, -2.68301, 0.17688], [0.42570, -1.58383, 0.70031], [-0.24310, -0.39216, 0.26706], [-1.39925, -0.63644, -0.30515], [-2.28125, 0.18523, -0.71710], [1.87679, -1.67481, 0.37410], [2.60072, -1.44854, 1.45057], [3.81450, -1.23908, 1.46306], [1.64962, -1.37206, 2.63900], [0.42131, -1.64045, 2.14858], [2.03811, -1.17889, 3.82200], [0.62929, -3.64491, -2.68363], [1.09685, -4.71383, -3.42697], [-0.36242, -3.84743, -2.27916], [1.29625, -3.44885, -1.84409], [0.55732, -2.71286, -3.24418], [0.54306, -4.74407, -4.21056], [-5.68745, -0.39192, -1.26615], [-6.80175, -0.60130, -0.44081], [-5.88269, -0.24319, -2.32815], [-5.06796, 0.43910, -0.92887], [-5.03918, -1.26683, -1.21736], [-7.17153, -1.44091, -0.72351], [-2.82207, -1.99107, -4.13036], [-3.34387, -1.23583, -5.22811], [-3.59168, -2.60561, -3.66334], [-2.06727, -2.70570, -4.45852], [-2.40190, -1.35315, -3.35279], [-2.60122, -0.84388, -5.69333], [5.58136, -0.99367, -1.38727], [5.05531, -2.19621, -0.90533], [5.28708, -0.88903, -2.43157], [5.17727, -0.15730, -0.81691], [6.67109, -0.99172, -1.36360], [4.64475, -1.98382, -0.06395], [5.03253, 0.23596, 4.67565], [6.43800, 0.16517, 4.72128], [4.73035, 0.62484, 5.64805], [4.74403, 1.07326, 4.04020], [4.51427, -0.68531, 4.40962], [6.80727, 0.95845, 5.11619], [1.83457, -9.03749, 2.01265], [2.65021, -7.87999, 2.32252], [3.81787, -8.20874, 3.12859], [4.52635, -6.84743, 3.42745], [3.68237, -6.02868, 4.32579], [4.31104, -4.86426, 4.93887], [4.81317, -3.73971, 3.98539], [5.93973, -4.18820, 3.30186], [6.62912, -3.24265, 2.51736], [2.47912, -9.81497, 1.60257], [1.05395, -8.66457, 1.34958], [1.33352, -9.48318, 2.87195], [4.55392, -8.80977, 2.59463], [3.53578, -8.80930, 3.99337], [4.75729, -6.26531, 2.53532], [5.44997, -7.05883, 3.96628], [2.88685, -5.75402, 3.76742], [5.16667, -5.02854, 5.59384], [3.54631, -4.33599, 5.50829], [4.96699, -2.84364, 4.58664], [3.99429, -3.49442, 3.30910], [5.95110, -2.83984, 1.76495], [7.49293, -3.58029, 1.94472], [6.95186, -2.38586, 3.10884], [6.91147, 5.98234, -5.27175], [7.70523, 6.12376, -4.10939], [7.05841, 6.76471, -2.95490], [5.72686, 6.15776, -2.51536], [6.01862, 4.83284, -1.83141], [4.75267, 4.00785, -1.72697], [4.69877, 2.81977, -0.71307], [4.42436, 3.29462, 0.56470], [3.94788, 2.31780, 1.45484], [6.54604, 6.96315, -5.57602], [6.02654, 5.36798, -5.10581], [7.36156, 5.59152, -6.18432], [6.76573, 7.73790, -3.34902], [7.78508, 6.95004, -2.16389], [4.99898, 5.96768, -3.30414], [5.15183, 6.87025, -1.92391], [6.59154, 4.33259, -2.49594], [4.50854, 3.64435, -2.72516], [3.95349, 4.72013, -1.52181], [5.62917, 2.29277, -0.92459], [4.06591, 2.04524, -1.14631], [3.66231, 2.62847, 2.45985], [4.69536, 1.53374, 1.57577], [2.99163, 1.88565, 1.16000], [2.05938, 0.20556, -2.49803], [1.72072, -0.39167, -3.75151], [0.63344, 0.22856, -4.43223], [0.28130, -0.63344, -5.69072], [-0.97352, -0.17422, -6.35696], [-1.08172, -0.74017, -7.69528], [-2.06348, -0.04489, -8.63126], [-1.47718, 1.17751, -9.10722], [-0.52734, 1.03446, -10.22037], [3.01123, -0.14578, -2.09972], [1.20248, -0.09249, -1.89389], [2.18311, 1.28852, -2.50103], [0.89612, 1.24395, -4.72904], [-0.15225, 0.37055, -3.69018], [0.17341, -1.69129, -5.45113], [1.15784, -0.51605, -6.32790], [-1.03522, 0.83119, -6.43073], [-1.30504, -1.80485, -7.62686], [-0.08811, -0.70521, -8.14206], [-3.02306, 0.19036, -8.17083], [-2.40582, -0.72985, -9.40698], [-0.29196, 1.97945, -10.70992], [-1.02998, 0.44031, -10.98356], [0.32730, 0.45701, -9.86786], [-2.55341, -1.56633, 3.95084], [-3.51414, -2.43242, 3.38504], [-4.06852, -1.92389, 2.18600], [-4.95870, -2.99561, 1.62796], [-5.79570, -3.65382, 2.64975], [-6.90254, -2.80423, 3.06665], [-7.66252, -3.37741, 4.22010], [-6.73656, -3.52990, 5.27044], [-7.37631, -3.74577, 6.54078], [-1.56936, -1.50303, 3.48635], [-2.35095, -1.83379, 4.98794], [-2.83786, -0.51524, 3.90178], [-3.32246, -1.66169, 1.43584], [-4.67398, -1.04055, 2.38906], [-4.26300, -3.72855, 1.21942], [-5.58677, -2.70294, 0.78656], [-6.19150, -4.47831, 2.22119], [-7.60149, -2.53972, 2.27317], [-6.49467, -1.85328, 3.40936], [-8.08757, -4.33765, 3.92790], [-8.46544, -2.68258, 4.46632], [-6.66089, -3.54559, 7.33841], [-7.65630, -4.79370, 6.64829], [-8.18896, -3.02251, 6.60862], [1.23328, 4.20768, 3.91661], [0.10928, 3.51175, 3.37998], [0.20402, 2.09272, 3.33509], [-1.07588, 1.64817, 2.54446], [-2.34376, 2.13495, 3.03423], [-3.45314, 1.93085, 2.14713], [-3.45246, 2.88220, 0.90356], [-3.46453, 4.24860, 1.33830], [-3.18905, 5.25808, 0.34358], [0.89177, 5.24142, 3.86307], [2.10386, 4.16558, 3.26209], [1.56952, 4.01183, 4.93479], [0.33648, 1.67707, 4.33398], [1.03875, 1.86848, 2.67098], [-1.14696, 0.56085, 2.51658], [-0.99418, 1.98871, 1.51226], [-2.24263, 3.13889, 3.07860], [-4.39826, 2.06704, 2.67277], [-3.53158, 0.91672, 1.75538], [-4.37191, 2.59683, 0.39241], [-2.61487, 2.68392, 0.23481], [-3.79988, 5.12042, -0.54863], [-2.13565, 5.07563, 0.13105], [-3.10725, 6.29337, 0.67462], [-2.58305, 5.52007, -3.29185], [-2.88603, 4.20414, -3.83707], [-3.05690, 3.14503, -2.85745], [-3.65075, 1.91005, -3.54111], [-4.97772, 2.21957, -4.12852], [-5.41476, 1.15995, -5.07293], [-6.64306, 1.49730, -5.90579], [-6.48917, 2.77489, -6.55894], [-7.61384, 3.18518, -7.34815], [-2.15246, 6.07699, -4.12404], [-1.85970, 5.47456, -2.47772], [-3.53302, 5.95051, -2.97503], [-3.78572, 3.53867, -2.14893], [-2.15087, 2.82752, -2.34132], [-3.81969, 1.09353, -2.83908], [-2.91740, 1.69662, -4.31877], [-4.84204, 3.04060, -4.70089], [-5.65317, 0.22146, -4.57245], [-4.58894, 1.05983, -5.77728], [-7.59718, 1.38850, -5.39012], [-6.71075, 0.76331, -6.70878], [-7.46896, 4.17893, -7.77189], [-8.49749, 3.17445, -6.71009], [-7.68151, 2.41229, -8.11376], [2.24026, -1.06163, 7.43330], [1.18310, -0.00183, 7.08263], [1.81525, 1.43396, 6.67306], [2.55191, 1.94162, 7.74795], [3.35626, 3.04006, 7.44870], [0.44166, -0.54774, 5.97165], [2.86184, -1.35374, 6.58690], [1.85983, -1.99258, 7.85368], [2.88428, -0.60978, 8.18773], [0.50310, 0.16820, 7.91738], [1.05461, 2.14867, 6.35887], [2.49574, 1.32185, 5.82900], [4.17872, 2.68092, 6.83008], [3.92755, 3.39505, 8.30643], [2.83312, 3.85780, 6.95300], [-0.35571, 0.04105, 5.77767], [1.02760, -0.59395, 5.15030]],
  "forces_ev_per_angstrom": [[1.723, 0.841, 0.694], [-1.902, -0.817, -0.497], [-0.133, 0.059, -0.485], [0.300, -1.434, 0.149], [-0.288, 1.942, -0.639], [-2.971, 2.077, -1.694], [3.811, -3.076, 1.760], [-0.134, 0.250, -0.344], [1.847, 0.950, -0.821], [-2.159, -0.622, 0.212], [0.290, -0.342, 2.991], [1.599, 0.838, 2.564], [-1.516, -0.686, -4.491], [-0.599, 1.071, 1.136], [0.415, -0.730, -0.906], [-0.136, -0.077, 0.165], [0.093, -0.198, -0.080], [0.155, 0.152, -0.259], [0.110, -0.282, -0.118], [1.416, -0.471, -0.308], [-0.577, 0.268, 0.003], [-0.547, 0.222, -0.061], [-0.374, 0.114, 0.253], [0.322, -0.112, 0.009], [-0.202, -0.009, 0.159], [-0.046, 0.080, -0.352], [-0.798, -0.929, 0.766], [-0.296, 0.290, -0.149], [0.311, -0.008, -0.094], [0.068, 0.119, 0.060], [0.716, 0.374, 0.007], [-0.117, 0.023, -0.386], [0.083, -0.462, -0.028], [-0.038, 0.189, -0.165], [0.186, 0.246, -0.015], [0.171, 0.120, 0.198], [-0.221, -0.114, 0.333], [-0.163, 1.895, 0.882], [0.900, -1.070, -0.514], [-0.638, -0.633, 0.394], [-0.312, -0.301, -0.725], [0.486, 0.094, -0.036], [-0.274, 0.001, -0.027], [0.727, 1.061, 0.312], [0.286, -1.370, 0.647], [-0.083, 1.684, -0.939], [-0.974, -0.511, 1.252], [0.716, -0.492, 0.100], [-0.093, 1.546, -1.120], [-0.881, -0.728, 0.307], [1.304, -0.756, -0.185], [-0.854, 1.282, -0.348], [-0.180, -0.059, -0.518], [0.252, -0.303, -0.260], [0.078, 0.236, 0.469], [-0.128, -0.243, -0.617], [-0.143, 0.454, 0.422], [0.136, -0.543, -0.362], [0.169, -0.015, -0.116], [-0.246, 0.264, 0.216], [-0.165, -0.885, 0.109], [-0.132, -0.249, 0.361], [0.501, 0.212, 0.106], [-0.123, 0.107, -0.454], [-0.166, 0.121, -0.162], [-0.088, -0.901, 0.511], [0.089, 0.090, 0.311], [-1.146, 0.820, 0.347], [0.437, -0.770, 0.797], [-1.255, 0.683, -2.413], [0.774, -2.052, 0.740], [-1.529, 0.318, 0.222], [0.048, 0.696, 0.154], [0.842, 1.083, -2.355], [-0.257, 0.211, 0.396], [-0.125, -1.118, 0.261], [-0.237, 0.352, -0.003], [-0.077, -0.168, 0.163], [1.022, -0.233, 0.659], [0.111, 0.560, 0.100], [-0.018, -0.680, -0.143], [0.349, 0.126, -0.815], [0.487, -0.114, 0.816], [0.440, -0.001, -0.007], [-0.034, -0.440, -0.197], [-0.132, -0.075, 0.413], [0.976, 0.040, 1.203], [-1.270, 0.243, 0.535], [0.704, 1.091, -0.057], [-0.083, -0.297, -0.011], [-0.031, -0.320, -0.823], [-0.960, -0.371, -0.257], [0.997, 0.299, -0.952], [0.134, -0.668, 0.432], [-0.511, 1.365, 0.824], [0.361, -0.363, 0.291], [0.169, -0.339, -0.136], [0.520, 0.303, 0.180], [0.222, 0.265, -0.994], [-1.614, -1.121, 0.903], [-0.263, -0.710, -0.278], [0.373, 0.441, 0.916], [-0.424, 0.322, -0.460], [0.217, 0.201, -0.348], [-0.734, -0.335, -0.184], [0.009, 0.065, 0.208], [0.062, -0.158, -0.403], [0.294, 0.249, 0.099], [-0.268, -0.122, 0.176], [0.174, -0.004, -0.483], [0.231, 0.461, 0.534], [0.601, -0.038, -0.616], [0.062, 0.154, 0.767], [0.018, -0.204, -0.197], [0.343, 0.383, -0.209], [0.364, 0.713, 0.279], [0.688, 0.413, -0.297], [-0.676, 0.087, 0.574], [0.040, -1.491, -0.050], [-0.152, 0.438, -0.410], [0.608, 0.461, -0.001], [0.707, -0.201, -0.089], [-0.497, -0.045, 1.178], [0.859, 0.302, -0.935], [0.085, -0.871, -0.597], [-0.352, -0.166, -0.024], [-0.718, 0.229, 0.296], [0.204, 0.067, -0.005], [0.117, 0.445, 0.203], [-0.146, -0.415, 0.061], [0.147, 0.749, -0.179], [0.052, -0.267, 0.001], [-0.252, -0.064, -0.449], [0.159, 0.058, 0.031], [-0.290, -0.338, 0.116], [-0.250, 0.038, 0.270], [0.150, 0.155, -0.187], [-0.558, -0.002, -0.052], [-0.389, -0.321, 0.366], [-0.655, 0.823, -0.968], [0.538, 0.106, 0.942], [-1.390, 0.692, -1.362], [0.316, -0.486, 0.044], [0.278, 0.483, 1.284], [-0.212, 0.689, -1.227], [-0.321, -0.219, 0.615], [-0.693, 0.697, 0.393], [1.468, -1.824, 0.172], [0.206, 0.150, 0.283], [0.147, -0.374, -0.189], [-0.461, -0.566, 0.136], [-0.163, -0.183, -0.109], [0.374, -0.526, 0.188], [0.319, -0.103, 0.009], [0.741, -0.070, -0.290], [-0.048, 0.326, 0.488], [0.016, 0.304, 0.206], [0.431, -0.163, -0.025], [-0.202, 0.386, -0.487], [0.181, 0.036, -0.010], [-0.076, 0.252, 0.077], [0.243, -0.106, -0.956], [-1.082, -0.205, 0.739], [-0.478, -1.576, -0.720], [0.889, -0.264, 0.481], [-1.312, 0.504, -0.247], [-0.797, 1.212, -0.428], [-0.159, -0.453, 0.028], [0.176, 1.215, -0.112], [0.040, 0.659, -0.962], [0.038, 0.482, 0.684], [0.779, -1.337, 0.871], [-0.126, 0.106, 0.114], [-0.043, -0.056, 0.114], [0.130, 0.338, 0.221], [0.016, -0.198, 0.447], [0.344, 0.391, -0.048], [0.644, -0.033, 0.002], [0.109, -0.794, -0.228], [-0.154, 0.321, -0.038], [0.474, -0.030, 0.067], [0.040, -0.773, -0.186], [-0.084, 0.558, 0.502], [0.134, -0.456, -0.144], [0.292, -0.177, 0.121], [-0.309, 0.087, -0.146], [-0.589, 0.242, -0.499], [0.514, 0.949, 0.752], [0.859, 0.571, -1.038], [0.036, -1.653, 0.601], [-0.217, 0.238, 1.380], [1.013, -0.456, -0.388], [-0.909, 0.395, 0.306], [-0.091, 0.276, -0.245], [-0.509, 0.222, -0.071], [0.329, -0.171, 0.074], [0.095, 0.000, 0.142], [-0.473, -0.039, 0.120], [0.066, -0.377, -0.427], [0.059, 0.155, -0.820], [-0.731, 0.047, 0.511], [-0.123, 0.103, 0.029], [-0.253, 0.002, -0.228], [-0.148, -0.190, -0.027]],
  "largest_force_ev_per_a": 5.2,
  "energy_ha": -4303.762873,
  "total_charge": -1,
  "homo_lumo_gap_ev": 8.310,
  "de_lowest_ev": 0.000,
  "e_homo_ev": -6.53
}